Molecular formula: C64H72N8O28
Method: DFT, ωB97M-V with the def2-TZVPD basis set

Structure (XYZ):
```
172
Properties=species:S:1:pos:R:3:forces:R:3:lowdin_charge:R:1
O -0.68967 7.55582 3.19411 0.0 0.0 -0.1 0.08
N 0.18035 7.13409 2.45449 -0.1 0.1 0.5 -0.33
O 1.31931 7.55763 2.43770 0.1 0.1 -0.2 0.06
C -0.15646 6.03503 1.56437 -0.1 -0.8 -0.4 -0.14
C -1.36872 5.38716 1.70242 -0.7 0.4 0.3 -0.01
C -1.73044 4.35236 0.85586 0.2 0.2 -0.1 -0.05
C -0.85251 3.97327 -0.14917 0.5 -0.3 0.0 -0.05
C 0.38120 4.60687 -0.27173 -0.3 -0.1 0.1 -0.06
C 0.73920 5.61906 0.59680 0.4 0.5 -0.4 -0.01
H -2.07404 5.72229 2.45379 0.2 0.0 0.1 0.10
H -2.70212 3.89908 0.99313 0.1 -0.2 -0.1 0.10
H -1.02328 3.13881 -0.81963 -0.4 0.1 0.0 0.11
H 1.05179 4.30248 -1.06258 0.1 0.0 0.1 0.11
H 1.68111 6.13307 0.45875 0.0 0.0 0.2 0.12
O 3.48081 1.55626 2.81196 0.1 0.2 -0.2 0.06
N 3.23299 2.72740 2.55613 0.0 -0.4 0.2 -0.31
O 2.84952 3.12072 1.47622 0.1 0.0 -0.2 0.08
C 3.33574 3.70140 3.63992 -0.2 0.4 0.2 -0.14
C 3.15482 5.03523 3.33765 -0.2 0.7 0.0 0.00
C 3.09387 5.96151 4.36883 0.1 -0.2 0.1 -0.06
C 3.27781 5.54743 5.68094 0.4 -0.2 0.2 -0.05
C 3.48042 4.20234 5.97008 0.0 -0.1 -0.1 -0.05
C 3.49873 3.27260 4.94558 0.2 -0.4 -0.3 -0.01
H 3.07060 5.41535 2.33089 -0.1 -0.4 -0.1 0.11
H 2.89503 6.99288 4.12102 0.2 0.1 0.1 0.10
H 3.38558 6.26463 6.48530 -0.4 0.1 0.0 0.11
H 3.60588 3.86259 6.98855 0.1 0.1 0.0 0.11
H 3.66225 2.21451 5.09583 -0.1 0.1 0.3 0.11
O -4.72339 -2.07031 -6.46197 0.0 0.0 -0.1 0.08
N -5.59311 -1.22265 -6.47319 -0.1 -0.1 -0.1 -0.35
O -6.21068 -0.87177 -7.45924 0.1 0.0 0.0 0.08
C -5.91872 -0.57131 -5.20225 -0.1 0.6 0.5 -0.15
C -5.33164 -1.01739 -4.03306 0.0 -0.7 -0.6 -0.02
C -5.55416 -0.35354 -2.84295 -0.2 -0.6 0.1 -0.06
C -6.36938 0.76791 -2.82522 -0.4 0.0 -0.1 -0.06
C -7.00062 1.18229 -3.99588 0.5 0.1 0.1 -0.06
C -6.76988 0.51827 -5.19136 0.1 0.3 -0.3 0.00
H -4.77741 -1.94551 -4.09639 0.2 0.2 0.3 0.10
H -5.17459 -0.84016 -1.95348 0.2 0.5 0.2 0.08
H -6.59125 1.30833 -1.91401 0.2 -0.1 0.1 0.11
H -7.60343 2.07961 -3.97982 -0.1 -0.1 -0.1 0.11
H -7.18076 0.88630 -6.12098 -0.1 -0.1 0.0 0.12
O 2.78834 -3.84605 -0.04345 -0.1 0.0 0.0 0.07
N 3.09970 -4.37828 1.00381 -0.1 0.2 0.1 -0.33
O 2.43646 -4.35268 2.02131 0.0 -0.1 -0.1 0.08
C 4.38885 -5.06403 1.03659 0.4 -0.5 -0.1 -0.16
C 4.86597 -5.56269 2.22892 0.3 0.7 0.8 -0.01
C 6.11222 -6.17654 2.27429 -0.3 0.1 -0.2 -0.06
C 6.85732 -6.28158 1.10963 0.0 -0.5 -0.5 -0.07
C 6.37749 -5.75965 -0.08714 -0.4 0.3 0.0 -0.06
C 5.11594 -5.18751 -0.13334 -0.1 0.3 -0.3 -0.01
H 4.34945 -5.31498 3.14734 -0.2 -0.4 -0.1 0.12
H 6.47888 -6.54952 3.21975 0.1 -0.1 0.0 0.11
H 7.76118 -6.87830 1.05921 0.2 0.4 0.3 0.11
H 6.97211 -5.73218 -0.98986 0.1 -0.4 0.0 0.11
H 4.69157 -4.81016 -1.05508 0.1 0.1 0.0 0.11
O -1.09926 -3.64844 -3.33534 0.1 -0.1 -0.2 0.08
N -2.24091 -4.01700 -3.14229 0.3 0.5 0.6 -0.33
O -3.10552 -3.28473 -2.69349 -0.3 -0.1 -0.1 0.06
C -2.56086 -5.42387 -3.36564 0.0 -0.2 -0.2 -0.14
C -1.61181 -6.24779 -3.94264 0.0 -0.1 -0.4 0.00
C -1.92592 -7.58134 -4.14342 0.1 -0.6 -0.1 -0.06
C -3.15313 -8.10565 -3.75895 -0.2 0.6 0.4 -0.06
C -4.06880 -7.25531 -3.15599 0.0 -0.2 0.3 -0.06
C -3.78604 -5.91481 -2.97377 -0.7 0.1 0.0 0.01
H -0.67807 -5.84447 -4.30454 0.1 0.0 0.2 0.12
H -1.19677 -8.26493 -4.56164 0.1 0.2 -0.2 0.11
H -3.42442 -9.14282 -3.89383 0.3 -0.1 -0.1 0.11
H -4.98309 -7.63259 -2.71531 -0.1 0.0 -0.3 0.10
H -4.57781 -5.29391 -2.57908 0.3 0.2 0.3 0.11
O 4.71490 -2.54586 -2.78762 0.2 0.0 0.1 0.06
N 5.61396 -1.72680 -2.86619 0.0 -0.1 -0.1 -0.34
O 6.77679 -1.99671 -3.10959 -0.3 0.0 0.1 0.08
C 5.26158 -0.31386 -2.64688 0.2 -0.2 -0.3 -0.17
C 6.27373 0.61934 -2.69187 0.5 0.6 0.7 0.00
C 5.96693 1.93820 -2.38442 -0.4 -0.1 -0.3 -0.06
C 4.64656 2.29317 -2.13284 0.3 0.4 -0.1 -0.07
C 3.63709 1.34822 -2.14093 0.0 0.0 0.5 -0.07
C 3.94982 0.01940 -2.38619 -0.3 0.0 -0.2 -0.03
H 7.30836 0.33290 -2.80749 -0.1 -0.2 -0.2 0.12
H 6.72964 2.70126 -2.32790 0.1 -0.1 -0.1 0.11
H 4.42849 3.33488 -1.93184 -0.1 -0.1 0.2 0.11
H 2.63477 1.62792 -1.84295 -0.1 -0.1 -0.3 0.10
H 3.18292 -0.74081 -2.40741 0.0 0.0 0.1 0.11
O 7.77630 2.65654 2.13557 -0.1 0.0 -0.1 0.08
N 6.94142 2.19162 1.38107 0.1 0.4 0.2 -0.34
O 6.25325 2.85457 0.62661 0.0 -0.2 0.1 0.07
C 6.77206 0.74136 1.38808 0.4 -0.5 -0.1 -0.14
C 5.77353 0.14301 0.66188 -1.5 0.0 -0.8 -0.01
C 5.63301 -1.23249 0.60013 0.8 -0.2 0.4 -0.05
C 6.61269 -2.01376 1.20262 -0.4 -0.2 0.2 -0.05
C 7.57075 -1.41839 2.01267 0.3 -0.1 -0.6 -0.06
C 7.68378 -0.03756 2.07991 0.0 -0.3 0.6 0.01
H 5.02194 0.66924 0.08370 0.3 0.6 0.3 0.10
H 4.78581 -1.66985 0.08837 0.1 -0.1 -0.2 0.09
H 6.64193 -3.08742 1.04876 -0.2 0.0 0.2 0.09
H 8.28731 -2.06464 2.50064 0.1 0.2 0.1 0.11
H 8.45691 0.40576 2.68935 0.0 0.2 -0.1 0.12
O -2.80076 1.11968 1.04875 -0.4 -0.1 0.0 0.06
N -2.60858 0.05938 0.47704 0.2 0.5 -0.1 -0.32
O -3.49292 -0.63836 0.02735 0.0 -0.3 -0.1 0.07
C -1.21235 -0.31711 0.27917 1.1 -0.5 0.2 -0.13
C -0.81947 -1.44856 -0.42671 -1.1 -0.5 -0.6 -0.01
C 0.51323 -1.69924 -0.67302 0.4 0.2 0.5 -0.06
C 1.45481 -0.85987 -0.10662 0.8 0.9 -0.1 -0.07
C 1.10251 0.26638 0.63053 -0.6 -1.1 0.0 -0.04
C -0.24707 0.48916 0.85309 0.1 1.4 0.0 0.01
H -1.55271 -2.13072 -0.84581 -0.1 0.2 0.0 0.11
H 0.85108 -2.53626 -1.26485 -0.3 -0.1 0.0 0.11
H 2.52133 -0.97320 -0.27353 -0.1 -0.5 -0.1 0.08
H 1.87200 0.86516 1.09259 -0.1 0.2 -0.1 0.08
H -0.55143 1.38148 1.38573 0.0 -0.2 0.2 0.10
C 2.29033 -1.42137 3.51342 -0.5 0.2 0.2 -0.06
C 1.94191 -0.39671 4.57816 0.1 -0.7 -0.1 -0.21
O 0.91628 0.42009 4.01386 -0.2 0.5 -0.3 0.02
C 0.58422 1.53413 4.66802 0.2 -0.4 0.0 -0.61
O 0.98086 1.84696 5.75577 -0.1 0.2 0.3 0.14
O -0.24545 2.22545 3.89134 -0.2 -0.1 -0.3 0.00
C -1.03966 3.22731 4.50821 -0.6 0.8 0.0 -0.03
H 2.47651 -0.91630 2.56971 0.4 -0.1 0.0 0.05
H 1.43180 -2.07591 3.35514 0.1 -0.1 0.0 0.08
H 3.13956 -2.01960 3.83745 0.1 0.0 -0.1 0.08
H 2.81454 0.19342 4.84890 -0.2 0.1 0.1 0.10
H 1.53117 -0.91054 5.44835 0.1 0.2 0.2 0.13
H -0.45313 4.04067 4.93467 0.2 -0.3 0.3 0.10
H -1.75045 2.80950 5.22073 0.4 -0.1 0.3 0.11
H -1.66615 3.68013 3.74321 0.2 -0.3 -0.3 0.06
C -4.35340 7.70678 3.10776 -0.1 -0.2 -0.4 -0.06
C -4.71125 7.08237 4.43441 0.0 1.2 0.9 -0.22
O -4.19675 5.75945 4.57910 0.1 -0.3 -0.4 0.03
C -4.90007 4.80547 3.95816 -0.1 -0.2 0.6 -0.61
O -6.00278 4.92129 3.50762 -0.2 0.1 -0.5 0.14
O -4.18875 3.67755 4.00647 0.2 0.4 0.2 -0.02
C -4.68598 2.54270 3.32218 0.0 -0.9 -0.5 -0.05
H -4.55635 8.77780 3.09326 0.0 0.0 0.3 0.08
H -4.91172 7.29928 2.26199 0.1 -0.2 0.1 0.08
H -3.28285 7.56511 2.95570 0.0 0.1 -0.2 0.05
H -5.76074 7.14213 4.72351 -0.1 -0.3 -0.5 0.13
H -4.20522 7.65827 5.21486 0.2 -0.2 0.0 0.13
H -3.84349 1.85763 3.25381 0.0 0.1 -0.1 0.08
H -5.02854 2.76784 2.31318 0.0 0.2 0.0 0.10
H -5.48688 2.00385 3.83178 -0.1 0.5 0.3 0.10
C 3.01807 1.68236 -5.93507 0.5 0.3 0.4 -0.06
C 1.70336 2.37639 -5.65008 0.7 0.3 -0.4 -0.22
O 0.61039 1.46273 -5.64721 -0.2 0.1 0.2 0.05
C 0.07844 1.17214 -4.46317 0.0 -0.2 -0.1 -0.59
O 0.48120 1.54976 -3.39113 0.0 0.0 0.1 0.10
O -0.97447 0.37907 -4.66361 0.4 -0.2 -0.1 0.03
C -1.54584 -0.09907 -3.45321 -1.3 0.6 0.7 -0.03
H 3.38755 1.12168 -5.07320 -0.3 -0.2 0.0 0.06
H 3.76148 2.47458 -6.07774 0.0 -0.1 -0.2 0.08
H 3.00819 1.03923 -6.81131 -0.1 0.0 -0.1 0.08
H 1.49696 3.10230 -6.43726 -0.2 -0.1 -0.1 0.12
H 1.81038 2.93565 -4.72112 -0.4 -0.2 0.1 0.12
H -2.48220 -0.61653 -3.65156 0.3 -0.3 -0.6 0.08
H -1.87462 0.76930 -2.87226 0.4 -0.1 0.3 0.10
H -0.89761 -0.73773 -2.86578 0.3 0.1 -0.2 0.07
C -8.20557 -6.65451 -2.20363 1.0 -0.1 -0.7 -0.06
C -7.51401 -7.15921 -0.95142 -1.0 -0.1 0.0 -0.22
O -6.44303 -6.33644 -0.51569 0.7 -0.2 -0.1 0.02
C -6.68892 -5.07662 -0.17375 -0.3 0.3 -0.1 -0.62
O -7.76795 -4.54832 -0.10040 -0.1 -0.1 0.0 0.13
O -5.52141 -4.48780 0.04042 0.5 -0.3 0.1 0.00
C -5.54648 -3.07281 0.22869 -0.6 0.0 -0.1 -0.02
H -8.80286 -7.45857 -2.63199 -0.4 0.2 0.2 0.08
H -7.43521 -6.47883 -2.96937 0.0 0.1 0.1 0.08
H -8.72959 -5.71446 -2.07633 -0.3 -0.2 0.2 0.07
H -7.07247 -8.13122 -1.16045 0.2 0.0 0.1 0.12
H -8.23551 -7.29199 -0.14165 0.1 0.1 0.1 0.13
H -6.22189 -2.81069 1.04208 0.1 0.0 0.1 0.10
H -5.93632 -2.61773 -0.68220 0.2 0.2 0.0 0.09
H -4.52735 -2.77476 0.42626 0.0 0.1 0.0 0.08
```
Forces are in eV/Å.

Calculated values
- HOMO-LUMO gap: 0.3257 Eh
- Energy above the lowest of the compared OMol25 structures with the same formula, charge and spin: 0.0 kcal per mole
- E: -5026.07533 hartree
- Spin multiplicity: 1
- Total charge: 0